C7H6O3S | ωB97M-V/def2-TZVPD

**Kohn-Sham gap (alpha / beta)**: 6.283 / 5.424 eV
**HOMO energy (alpha / beta)**: -6.754 / -9.659 eV
**2S+1**: 3
**LUMO level (alpha / beta)**: -0.5 / -4.2 eV

The geometry in XYZ format:
```
17
Properties=species:S:1:pos:R:3:forces:R:3:nbo_charge:R:1
C -1.61458 -0.30719 -0.40335 -0.4 -0.2 -0.1 -0.227
C -1.10796 0.94640 -0.09144 0.3 0.0 0.0 -0.203
C -0.77721 -1.41044 -0.49299 0.1 0.1 0.0 -0.197
C 0.23798 1.09419 0.17540 -0.3 0.3 0.0 -0.192
C 0.57040 -1.27078 -0.23674 -0.1 -0.3 -0.1 -0.214
C 1.08105 -0.02010 0.12729 0.8 -0.2 0.5 -0.107
C 2.45577 0.10953 0.55939 -4.0 4.0 -1.2 0.048
O 4.76262 1.21987 1.73381 0.5 -0.7 0.1 -0.868
O 3.71237 -0.29169 3.31657 0.8 -0.2 -0.4 -0.832
O 3.23482 -0.81940 0.70239 2.5 -3.6 -0.3 -0.258
S 4.66360 -0.13178 2.24074 -0.1 1.2 1.6 1.695
H -2.67280 -0.42523 -0.57101 -0.1 0.0 -0.1 0.213
H -1.77513 1.79529 -0.04500 0.0 0.1 0.0 0.218
H -1.18236 -2.37857 -0.74796 0.0 -0.1 0.0 0.217
H 0.64938 2.05619 0.44212 0.0 0.1 0.0 0.212
H 1.24355 -2.11054 -0.30106 0.0 -0.2 0.0 0.213
H 2.78212 1.13219 0.82048 0.0 -0.4 -0.2 0.282
```
Forces are in eV/Å.

C11H24NaO11 | ωB97M-V/def2-TZVPD

**Kohn-Sham gap**: 2.931 eV
**Net charge**: -1
**HOMO energy**: -2.402 eV
**LUMO level**: 0.5 eV

The geometry in XYZ format:
```
47
Properties=species:S:1:pos:R:3:forces:R:3:nbo_charge:R:1
Na -0.30098 -2.49084 0.48962 0.3 -0.5 -0.1 0.854
C -4.76507 -6.20457 0.84331 1.6 -0.1 -0.5 -0.216
O -3.49146 -6.67033 0.96128 0.2 -0.3 0.4 -0.961
H -5.49384 -6.90694 0.43873 -0.6 -0.8 -0.2 0.080
H -5.20088 -5.82300 1.76666 -0.4 0.5 0.6 0.076
H -4.72486 -5.41697 0.09086 -0.8 1.0 -0.3 0.080
C 5.13132 -3.03214 -0.59659 -3.0 -0.3 0.3 -0.249
O 4.09075 -3.94973 -0.37297 0.8 -0.4 -0.1 -0.963
H 5.55347 -2.70550 0.35379 0.7 0.3 0.2 0.099
H 5.91012 -3.23689 -1.33121 0.5 -0.7 -0.2 0.096
H 4.56179 -2.21341 -1.03639 0.6 1.3 -0.2 0.106
C 0.46873 1.70697 -6.76056 1.0 0.3 -0.6 -0.274
O 0.31218 0.32201 -7.04782 0.5 0.2 -0.4 -0.499
C 0.09936 -0.54798 -6.06213 -1.5 -0.7 0.5 0.986
O -0.14584 -0.30952 -4.89017 0.8 -0.5 -1.8 -0.628
O 0.01930 -1.76789 -6.69748 1.7 6.0 -1.7 -0.499
C -0.14787 -2.88184 -6.01691 -1.8 -3.0 1.7 -0.245
H 1.40337 1.90069 -6.23422 -0.7 -0.3 1.7 0.201
H -0.48643 2.14919 -6.47734 0.5 0.1 0.6 0.201
H 0.87153 2.22324 -7.63195 -1.0 -0.5 -1.0 0.196
H -0.12439 -3.61858 -6.81988 0.4 -0.7 0.7 0.196
H -1.17442 -2.87339 -5.65055 -0.1 -0.5 0.6 0.170
H 0.53314 -3.01048 -5.17561 0.2 -0.3 -0.2 0.195
C -2.24481 3.96851 0.42437 0.0 -1.2 -1.8 -0.269
O -3.28616 3.86224 1.40760 0.2 0.6 0.7 -0.485
C -3.89544 2.69488 1.53083 -0.9 -4.2 -1.4 0.993
O -3.55629 1.62328 0.90864 -1.6 4.2 2.9 -0.667
O -5.00263 2.84836 2.39321 0.9 0.7 -1.3 -0.524
C -5.90918 1.73078 2.70233 3.4 -1.9 -0.6 -0.278
H -1.60578 3.08614 0.39060 -0.1 0.0 0.5 0.208
H -1.59989 4.84601 0.37769 -0.6 0.3 1.4 0.208
H -2.71927 3.98693 -0.55678 -0.3 -0.1 -0.1 0.189
H -5.17820 1.02540 3.09756 -0.2 -0.4 0.7 0.195
H -6.14751 1.13345 1.82227 -0.9 0.9 -0.3 0.212
H -6.66021 1.85638 3.48225 0.1 1.0 -0.6 0.218
C 4.77550 2.91950 2.71344 -0.4 -1.3 0.5 -0.253
O 4.31221 2.87030 4.11619 1.1 2.3 -0.6 -0.519
C 3.60369 1.87704 4.61368 0.2 -0.2 -1.4 0.986
O 3.11919 1.04090 3.90096 -0.7 -0.7 0.7 -0.642
O 3.58570 2.00632 5.94343 -1.0 -0.2 0.5 -0.497
C 2.81451 1.04614 6.71242 0.8 -1.3 0.0 -0.271
H 5.55656 2.16021 2.67459 0.1 0.2 -0.4 0.201
H 5.14005 3.89945 2.40537 0.1 0.1 1.1 0.198
H 4.02546 2.69626 1.95470 -0.4 -0.4 0.5 0.200
H 2.34853 1.43793 7.61657 0.0 0.8 -0.5 0.197
H 3.51681 0.29932 7.08275 0.3 0.0 0.0 0.188
H 2.10814 0.44216 6.14291 -0.1 0.6 -0.4 0.213
```
Forces are in eV/Å.

C4H4N2O2 | ωB97M-V/def2-TZVPD

**Kohn-Sham gap**: 7.698 eV
**HOMO energy**: -9.466 eV
**LUMO level**: -1.8 eV

The geometry in XYZ format:
```
12
Properties=species:S:1:pos:R:3:forces:R:3:nbo_charge:R:1
C -1.06497 -0.54488 0.04254 1.6 0.6 1.1 0.151
C 0.24010 -0.86132 0.56127 0.0 -2.6 0.0 -0.423
C 1.57838 -0.22299 0.21514 4.2 1.9 -7.6 0.694
C -1.47085 0.83979 -0.09571 2.3 -1.1 -0.6 0.210
H -2.87678 -1.00962 -1.08252 2.6 -1.5 3.7 0.469
H -1.99200 -2.40638 0.37175 -1.7 4.3 -3.0 0.425
H 0.57083 -1.89631 1.04327 -1.7 1.7 -1.5 0.253
H 0.77040 1.39073 1.52323 2.4 -0.3 -4.2 0.402
N -2.23106 -1.26259 -0.13043 0.3 -4.5 0.4 -0.814
N -1.50633 1.97181 -0.18142 -0.8 1.8 -0.1 -0.244
O 1.64174 1.16010 0.13588 -2.9 -1.9 5.7 -0.555
O 2.60742 -0.69842 -0.63741 -6.4 1.4 6.0 -0.567
```
Forces are in eV/Å.

C4H6O2 | ωB97M-V/def2-TZVPD

**Kohn-Sham gap**: 10.184 eV
**SMILES**: C=C=O.CC=O
**HOMO energy**: -9.255 eV
**LUMO level**: 0.9 eV

The geometry in XYZ format:
```
12
Properties=species:S:1:pos:R:3:forces:R:3:nbo_charge:R:1
C 1.55238 1.21508 0.10261 0.1 -0.1 0.0 -0.815
C 2.18037 0.14433 -0.33968 0.3 -0.5 -0.3 0.740
O 2.73294 -0.78504 -0.77193 -0.4 0.9 0.4 -0.452
H 1.83298 2.17470 -0.30954 0.0 -0.1 0.1 0.262
H 0.84498 1.12965 0.91851 0.2 0.0 -0.2 0.267
C -1.85020 -0.22925 0.19664 0.0 0.0 0.1 -0.729
C -0.57779 -0.96355 -0.12180 0.1 -0.1 0.2 0.447
O 0.15719 -1.42828 0.72021 -0.5 0.1 -0.4 -0.541
H -1.85502 0.05550 1.25140 -0.1 0.0 -0.1 0.232
H -2.69709 -0.89788 -0.00015 0.1 0.1 0.0 0.242
H -1.98096 0.64900 -0.44414 0.1 -0.1 0.1 0.232
H -0.33979 -1.06425 -1.20214 0.0 -0.1 0.1 0.114
```
Forces are in eV/Å.

For the records above, the corresponding energy above the lowest of the compared OMol25 structures with the same formula, charge and spin values read 0.0, 745.4, 911.9, 172.6 kJ/mol.